ORCA calculation (ωB97M-V/def2-TZVPD) on C7H12 in the gas phase at a distorted geometry.

Its total energy is -7451.0781 eV. Its energy above the lowest of the compared OMol25 structures with the same formula, charge and spin is 2.3533 eV.

Geometry (Å):
C1 2.69518 0.31489 -0.65833
C2 1.24203 0.01836 -0.68705
C3 0.50581 -0.35258 0.35563
C4 -1.09736 1.47153 0.83448
C5 -1.97128 0.46143 0.86176
C6 -1.98774 -0.50544 -0.28399
C7 -0.66047 -1.24074 0.00936
H1 3.16281 -0.15553 -1.53190
H2 3.13583 -0.13357 0.23725
H3 2.90929 1.38360 -0.68449
H4 0.73732 0.06899 -1.65753
H5 -0.20310 -1.72698 -0.85562
H6 0.86713 -0.27645 1.38081
H7 -0.73307 1.87267 -0.10600
H8 -0.69212 1.92876 1.72989
H9 -2.34152 0.07170 1.80958
H10 -2.83307 -1.20536 -0.29501
H11 -1.94628 -0.01344 -1.26648
H12 -0.78939 -1.98184 0.80765



ORCA calculation (ωB97M-V/def2-TZVPD) on C7H12 in the gas phase.

Its total energy is -7452.0787 eV. Its energy above the lowest of the compared OMol25 structures with the same formula, charge and spin is 1.3527 eV.

Geometry (Å):
C1 0.02266 2.36928 2.28514
C2 0.85297 1.44209 1.40550
C3 0.02270 0.33407 0.75542
C4 0.90600 -0.57106 -0.10976
C5 0.13605 -1.43837 -1.01945
C6 -0.53782 -1.98858 -1.85833
C7 -1.28285 -2.51943 -3.01106
H1 -0.76211 2.85826 1.69708
H2 -0.46074 1.80783 3.09207
H3 0.63350 3.15336 2.74562
H4 1.34095 2.02700 0.61353
H5 1.66684 0.99951 1.99825
H6 -0.75241 0.76597 0.11044
H7 -0.49876 -0.25410 1.52290
H8 1.53607 0.08865 -0.72502
H9 1.60050 -1.12104 0.53859
H10 -2.37319 -2.47741 -2.90242
H11 -1.02187 -3.55531 -3.24741
H12 -1.02850 -1.92072 -3.89109